1.
DFT (ωB97M-V/def2-TZVPD) results for 3 unconnected molecules or ions with the total composition C23H15IN2O10 in a non-equilibrium geometry.

Structure (ORCA input):
```
! wB97M-V def2-TZVPD RIJCOSX def2/J DEFGRID3
* xyz 0 1
N 0.949 -1.483 0.114
C -0.352 -0.999 -0.166
C -1.051 -1.168 -1.298
I -0.247 -2.207 -2.971
C -2.477 -0.582 -1.379
O -2.916 -0.059 -2.358
C -3.284 -0.687 -0.055
C -4.755 -1.030 -0.047
C -5.805 -0.120 -0.377
C -7.144 -0.548 -0.309
N -7.655 -1.757 0.000
C -6.626 -2.585 0.261
C -5.242 -2.333 0.283
C -2.590 -0.484 1.072
C -1.075 -0.177 0.942
O -0.508 0.638 1.596
H 1.474 -1.711 -0.727
H 0.828 -2.306 0.709
H -5.568 0.911 -0.682
H -7.910 0.221 -0.545
H -6.931 -3.628 0.494
H -4.537 -3.135 0.553
H -3.025 -0.539 2.082
O 2.895 -3.087 2.474
C 3.465 -2.128 2.966
C 2.766 -0.907 3.345
C 3.433 0.126 3.868
O 2.815 1.258 4.227
C 4.914 0.070 4.079
O 5.484 1.040 4.541
C 5.613 -1.163 3.721
C 4.941 -2.196 3.202
O 5.554 -3.341 2.866
H 1.697 -0.880 3.184
H 3.517 1.842 4.572
H 6.680 -1.198 3.895
H 4.851 -3.921 2.515
O -0.321 1.641 -1.621
C 0.435 2.209 -2.386
C 1.751 2.694 -1.981
C 2.537 3.327 -2.858
O 3.752 3.782 -2.517
C 2.103 3.563 -4.270
O 2.848 4.161 -5.026
C 0.797 3.057 -4.682
C 0.011 2.420 -3.806
O -1.191 1.942 -4.158
H 2.052 2.519 -0.956
H 4.111 4.198 -3.324
H 0.503 3.219 -5.709
H -1.565 1.525 -3.355
*
```

Summary:
ΔE to the lowest compared entry with this formula, charge and spin: 0.743 eV
SMILES string: NC1=C(I)C(=O)C(c2ccncc2)=CC1=O.O=C1C=C(O)C(=O)C=C1O.O=C1C=C(O)C(=O)C=C1O
Gap between HOMO and LUMO: 0.28493 Ha
Maximum force: 3.0 eV Å⁻¹


2.
DFT (ωB97M-V/def2-TZVPD) results for a molecular structure, C23H15N3O3ReS5.

Structure (ORCA input):
```
! wB97M-V def2-TZVPD RIJCOSX def2/J DEFGRID3
* xyz 1 1
Re -1.321 0.200 -0.310
O 2.135 -0.615 5.956
N 2.896 -0.654 5.015
O 4.090 -0.809 5.096
C 2.325 -0.501 3.647
C 3.215 -0.591 2.639
C 2.802 -0.457 1.278
C 3.678 -0.510 0.180
C 3.169 -0.346 -1.084
C 1.797 -0.135 -1.250
N 0.961 -0.094 -0.227
C 1.452 -0.248 1.017
C 0.507 -0.167 2.088
N -0.789 0.039 1.725
C -1.719 0.171 2.670
C -1.394 0.090 4.017
C -0.098 -0.136 4.406
C 0.909 -0.272 3.427
H 4.257 -0.758 2.874
H 4.736 -0.670 0.343
H 3.808 -0.368 -1.955
H 1.365 0.013 -2.232
H -2.730 0.345 2.329
H -2.179 0.204 4.751
H 0.155 -0.204 5.449
O -2.956 0.575 0.037
C 0.845 5.376 -2.445
S -0.028 4.336 -3.645
C -1.552 4.111 -2.792
C -1.781 3.281 -1.752
S -0.469 2.328 -1.064
S -3.407 3.278 -1.114
C -4.080 4.450 -2.217
S -5.631 4.922 -2.178
S -2.905 5.048 -3.352
H 1.752 5.715 -2.944
H 1.108 4.808 -1.556
H 0.240 6.240 -2.184
C -1.290 -1.452 -0.935
C -1.277 -2.751 -1.510
C -0.384 -3.056 -2.548
C -0.370 -4.325 -3.093
C -1.244 -5.294 -2.611
C -2.136 -5.001 -1.586
C -2.158 -3.734 -1.035
H 0.282 -2.288 -2.921
H 0.314 -4.563 -3.896
H -1.232 -6.286 -3.044
H -2.815 -5.761 -1.225
H -2.853 -3.486 -0.243
*
```

Summary:
ΔE to the lowest compared entry with this formula, charge and spin: 0.305 eV
Gap between HOMO and LUMO: 0.19334 Ha
Maximum force: 0.9 eV Å⁻¹


3.
DFT (ωB97M-V/def2-TZVPD) results for a molecular structure, C23H15N6O9STi in a non-equilibrium geometry.

Structure (ORCA input):
```
! wB97M-V def2-TZVPD RIJCOSX def2/J DEFGRID3
* xyz -1 1
Ti -0.680 -0.119 -1.845
N 2.713 1.533 -4.010
C 1.446 1.349 -3.557
S 0.402 0.226 -4.340
N 1.049 2.129 -2.586
N -0.228 1.827 -2.166
C -0.985 2.775 -1.758
C -2.376 2.585 -1.377
C -3.086 3.657 -0.834
C -4.424 3.548 -0.518
C -5.086 2.349 -0.769
C -4.404 1.274 -1.306
C -3.046 1.367 -1.604
O -2.401 0.319 -2.123
H 3.096 0.836 -4.621
H 3.334 2.080 -3.437
H -0.574 3.780 -1.755
H -2.555 4.585 -0.658
H -4.955 4.385 -0.084
H -6.144 2.257 -0.556
H -4.912 0.341 -1.515
O 3.564 -3.182 1.908
C 3.819 -3.460 0.716
O 4.488 -4.353 0.184
C 3.085 -2.487 -0.234
C 3.055 -1.124 0.058
C 2.191 -0.301 -0.619
N 1.307 -0.775 -1.513
C 1.368 -2.082 -1.833
C 2.268 -2.952 -1.258
C 0.272 -2.538 -2.779
O 0.358 -3.525 -3.453
O -0.781 -1.735 -2.715
H 3.675 -0.731 0.852
H 2.152 0.768 -0.440
H 2.288 -3.987 -1.569
O -0.391 2.216 0.944
C -0.374 1.007 1.008
O -0.657 0.177 0.026
C 0.030 0.319 2.285
C 0.546 -0.971 2.281
C 1.030 -1.534 3.453
C 0.954 -0.798 4.618
C 0.410 0.479 4.653
C -0.040 1.041 3.475
N 1.458 -1.377 5.875
O 1.532 -0.644 6.847
O 1.762 -2.549 5.881
H 0.595 -1.532 1.359
H 1.490 -2.513 3.445
H 0.353 1.008 5.593
H -0.429 2.050 3.448
N -2.583 -2.337 -0.325
C -1.425 -2.334 -0.207
H -3.555 -2.330 -0.544
*
```

Summary:
ΔE to the lowest compared entry with this formula, charge and spin: 1.216 eV
Gap between HOMO and LUMO: 0.26256 Ha
Maximum force: 1.3 eV Å⁻¹


4.
DFT (ωB97M-V/def2-TZVPD) results for a molecular structure, C23H16BrCl4F6O5SbTi in a non-equilibrium geometry.

Structure (ORCA input):
```
! wB97M-V def2-TZVPD RIJCOSX def2/J DEFGRID3
* xyz -1 2
Ti 0.600 0.295 0.556
Cl 6.686 3.197 1.414
C 5.410 2.050 1.343
C 5.546 0.805 2.047
Cl 6.970 0.500 2.956
C 4.551 -0.130 2.002
Cl 4.668 -1.635 2.819
C 3.350 0.132 1.284
O 2.379 -0.665 1.216
C 3.221 1.391 0.540
O 2.160 1.548 -0.126
C 4.289 2.325 0.609
Cl 4.112 3.791 -0.273
Br -0.086 -5.700 0.596
C -1.651 -4.903 -0.145
C -2.658 -5.725 -0.616
C -3.805 -5.138 -1.140
C -3.916 -3.755 -1.216
C -2.885 -2.940 -0.752
C -1.752 -3.518 -0.188
C -3.006 -1.393 -0.942
O -3.719 -1.044 -1.914
O -2.361 -0.665 -0.128
H -2.548 -6.802 -0.565
H -4.611 -5.772 -1.499
H -4.789 -3.285 -1.646
H -0.982 -2.894 0.240
F -0.538 1.463 -0.124
Sb -2.202 0.579 2.407
F 0.775 1.250 2.074
F -0.173 -1.058 1.404
F -1.210 -0.283 3.782
F -3.412 -0.866 2.483
F -3.188 1.356 3.864
C 1.867 -6.308 -3.841
C 1.524 -4.897 -3.471
C 2.407 -4.137 -2.709
C 2.085 -2.869 -2.273
C 3.111 -2.110 -1.477
C 0.807 -2.346 -2.609
C 0.282 -1.165 -2.022
O 0.735 -0.591 -1.040
C -0.042 -3.050 -3.506
C -1.316 -2.461 -4.057
C 0.325 -4.324 -3.886
H 2.942 -6.424 -3.988
H 1.348 -6.620 -4.747
H 1.569 -6.977 -3.029
H 3.366 -4.562 -2.426
H 4.109 -2.362 -1.837
H 3.047 -2.392 -0.424
H 2.978 -1.036 -1.536
H -0.620 -0.716 -2.445
H -2.043 -2.215 -3.285
H -1.787 -3.168 -4.737
H -1.111 -1.541 -4.612
H -0.341 -4.892 -4.528
*
```

Summary:
ΔE to the lowest compared entry with this formula, charge and spin: 2.255 eV
⟨S²⟩: 0.765
Gap between HOMO and LUMO (spin up / spin down): 0.24207 / 0.20471 Ha
Maximum force: 3.3 eV Å⁻¹


Please write out number 2 again, unchanged.
DFT (ωB97M-V/def2-TZVPD) results for a molecular structure, C23H15N3O3ReS5.

Structure (ORCA input):
```
! wB97M-V def2-TZVPD RIJCOSX def2/J DEFGRID3
* xyz 1 1
Re -1.321 0.200 -0.310
O 2.135 -0.615 5.956
N 2.896 -0.654 5.015
O 4.090 -0.809 5.096
C 2.325 -0.501 3.647
C 3.215 -0.591 2.639
C 2.802 -0.457 1.278
C 3.678 -0.510 0.180
C 3.169 -0.346 -1.084
C 1.797 -0.135 -1.250
N 0.961 -0.094 -0.227
C 1.452 -0.248 1.017
C 0.507 -0.167 2.088
N -0.789 0.039 1.725
C -1.719 0.171 2.670
C -1.394 0.090 4.017
C -0.098 -0.136 4.406
C 0.909 -0.272 3.427
H 4.257 -0.758 2.874
H 4.736 -0.670 0.343
H 3.808 -0.368 -1.955
H 1.365 0.013 -2.232
H -2.730 0.345 2.329
H -2.179 0.204 4.751
H 0.155 -0.204 5.449
O -2.956 0.575 0.037
C 0.845 5.376 -2.445
S -0.028 4.336 -3.645
C -1.552 4.111 -2.792
C -1.781 3.281 -1.752
S -0.469 2.328 -1.064
S -3.407 3.278 -1.114
C -4.080 4.450 -2.217
S -5.631 4.922 -2.178
S -2.905 5.048 -3.352
H 1.752 5.715 -2.944
H 1.108 4.808 -1.556
H 0.240 6.240 -2.184
C -1.290 -1.452 -0.935
C -1.277 -2.751 -1.510
C -0.384 -3.056 -2.548
C -0.370 -4.325 -3.093
C -1.244 -5.294 -2.611
C -2.136 -5.001 -1.586
C -2.158 -3.734 -1.035
H 0.282 -2.288 -2.921
H 0.314 -4.563 -3.896
H -1.232 -6.286 -3.044
H -2.815 -5.761 -1.225
H -2.853 -3.486 -0.243
*
```

Summary:
ΔE to the lowest compared entry with this formula, charge and spin: 0.305 eV
Gap between HOMO and LUMO: 0.19334 Ha
Maximum force: 0.9 eV Å⁻¹


Look up the ΔE to the lowest compared entry with this formula, charge and spin of the first one. 0.743 eV


Please write out number 3 again, unchanged.
DFT (ωB97M-V/def2-TZVPD) results for a molecular structure, C23H15N6O9STi in a non-equilibrium geometry.

Structure (ORCA input):
```
! wB97M-V def2-TZVPD RIJCOSX def2/J DEFGRID3
* xyz -1 1
Ti -0.680 -0.119 -1.845
N 2.713 1.533 -4.010
C 1.446 1.349 -3.557
S 0.402 0.226 -4.340
N 1.049 2.129 -2.586
N -0.228 1.827 -2.166
C -0.985 2.775 -1.758
C -2.376 2.585 -1.377
C -3.086 3.657 -0.834
C -4.424 3.548 -0.518
C -5.086 2.349 -0.769
C -4.404 1.274 -1.306
C -3.046 1.367 -1.604
O -2.401 0.319 -2.123
H 3.096 0.836 -4.621
H 3.334 2.080 -3.437
H -0.574 3.780 -1.755
H -2.555 4.585 -0.658
H -4.955 4.385 -0.084
H -6.144 2.257 -0.556
H -4.912 0.341 -1.515
O 3.564 -3.182 1.908
C 3.819 -3.460 0.716
O 4.488 -4.353 0.184
C 3.085 -2.487 -0.234
C 3.055 -1.124 0.058
C 2.191 -0.301 -0.619
N 1.307 -0.775 -1.513
C 1.368 -2.082 -1.833
C 2.268 -2.952 -1.258
C 0.272 -2.538 -2.779
O 0.358 -3.525 -3.453
O -0.781 -1.735 -2.715
H 3.675 -0.731 0.852
H 2.152 0.768 -0.440
H 2.288 -3.987 -1.569
O -0.391 2.216 0.944
C -0.374 1.007 1.008
O -0.657 0.177 0.026
C 0.030 0.319 2.285
C 0.546 -0.971 2.281
C 1.030 -1.534 3.453
C 0.954 -0.798 4.618
C 0.410 0.479 4.653
C -0.040 1.041 3.475
N 1.458 -1.377 5.875
O 1.532 -0.644 6.847
O 1.762 -2.549 5.881
H 0.595 -1.532 1.359
H 1.490 -2.513 3.445
H 0.353 1.008 5.593
H -0.429 2.050 3.448
N -2.583 -2.337 -0.325
C -1.425 -2.334 -0.207
H -3.555 -2.330 -0.544
*
```

Summary:
ΔE to the lowest compared entry with this formula, charge and spin: 1.216 eV
Gap between HOMO and LUMO: 0.26256 Ha
Maximum force: 1.3 eV Å⁻¹


Look up the ΔE to the lowest compared entry with this formula, charge and spin of the third one. 1.216 eV